No. 1
Below is a single C18H17N3O molecule, with properties calculated with ωB97M-V with the def2-TZVPD basis set.

## Properties
DFT total energy   -25460.8263 eV
2S+1   1
SMILES   CC(C)C(=O)Nc1cccc(-c2cnc3ccccc3n2)c1

Cartesian coordinates (Å):
C -3.8014 -2.5229 0.0181
C -4.5860 -1.2889 0.4648
C -5.9598 -1.2582 -0.2056
C -3.8846 0.0505 0.2062
O -4.5093 1.0739 0.0384
N -2.5232 -0.0138 0.2254
C -1.5911 1.0117 0.0452
C -1.9478 2.3351 -0.2040
C -0.9586 3.2859 -0.3815
C 0.3804 2.9506 -0.3046
C 0.7482 1.6308 -0.0461
C 2.1500 1.2130 0.0442
C 3.1937 2.1225 0.3708
N 4.4434 1.7671 0.4391
C 4.7407 0.4720 0.1903
C 6.0767 0.0320 0.2338
C 6.3635 -1.2852 0.0032
C 5.3391 -2.2065 -0.2758
C 4.0324 -1.8087 -0.3280
C 3.7034 -0.4569 -0.1003
N 2.4196 -0.0581 -0.1675
C -0.2452 0.6714 0.1198
H -2.9517 -2.7340 0.6659
H -3.4526 -2.4104 -1.0068
H -4.4549 -3.3921 0.0556
H -4.7356 -1.3369 1.5516
H -5.8488 -1.3007 -1.2868
H -6.5634 -2.1021 0.1188
H -6.4743 -0.3357 0.0479
H -2.1052 -0.9191 0.3824
H -2.9882 2.6060 -0.2612
H -1.2418 4.3077 -0.5854
H 1.1318 3.7070 -0.4697
H 2.9811 3.1572 0.6036
H 6.8464 0.7559 0.4516
H 7.3864 -1.6305 0.0346
H 5.5972 -3.2407 -0.4519
H 3.2333 -2.5005 -0.5453
H 0.0561 -0.3487 0.3089

So, what does the Löwdin scheme give us? The charges, in e, come out as: -0.077 -0.330 -0.068 -0.435 0.073 0.135 -0.200 -0.003 -0.065 -0.041 -0.169 -0.197 -0.057 0.134 -0.221 -0.017 -0.080 -0.080 -0.017 -0.208 0.179 0.034 0.072 0.090 0.080 0.148 0.088 0.078 0.075 0.120 0.099 0.107 0.103 0.111 0.112 0.102 0.103 0.111 0.113

No. 2
Below is C14H8InO2 as an isolated structure in a non-equilibrium geometry, with properties calculated with ωB97M-V with the def2-TZVPD basis set.

## Properties
Total charge   +3
DFT total energy   -23878.5472 eV
2S+1   1

Cartesian coordinates (Å):
In 21.4512 33.0784 6.0856
C 25.9681 28.4800 6.2523
C 24.6248 28.8002 6.4884
C 24.0983 30.0759 6.4558
C 24.9744 31.1471 6.2976
C 26.3570 30.9188 6.1364
C 26.8036 29.5634 6.0416
C 27.3115 32.0149 6.2766
O 28.4628 31.6935 6.4526
C 26.8217 33.4707 6.1798
C 27.7104 34.4898 5.8504
C 27.2857 35.8211 5.8515
C 25.8812 36.0878 6.0325
C 25.0224 35.0293 6.2146
C 25.4871 33.7362 6.3418
C 24.4754 32.5384 6.4442
O 23.2727 32.8714 6.4261
H 26.3121 27.4618 6.1450
H 23.9233 27.9887 6.6141
H 23.0849 30.2476 6.7872
H 27.8013 29.2411 5.7826
H 28.7026 34.2457 5.5005
H 27.9671 36.6533 5.7538
H 25.5061 37.0937 5.9151
H 23.9822 35.2562 6.3961

So, what does the Löwdin scheme give us? The charges, in e, come out as: 1.269 0.092 0.074 0.115 -0.038 0.000 0.152 -0.194 0.288 -0.027 0.142 0.139 0.074 0.071 -0.017 -0.097 -0.275 0.161 0.154 0.140 0.165 0.166 0.159 0.149 0.138

No. 3
Below is a single C14H18O molecule in a non-equilibrium geometry, with properties calculated with ωB97M-V with the def2-TZVPD basis set.

## Properties
DFT total energy   -16850.8225 eV
2S+1   1

Cartesian coordinates (Å):
C 2.0612 -0.1803 2.5198
C 2.6825 0.9531 2.0066
C 0.9768 -0.8262 2.0167
C 2.1231 1.4935 0.8113
C 0.4710 -0.2873 0.8447
C 1.0362 0.8337 0.1597
C -2.0293 -1.1002 -2.1111
C -0.6438 -1.1227 0.1829
C 0.4848 1.4364 -1.0425
C -0.9936 -0.9742 -1.2070
C -0.6399 -2.6758 0.4860
C -1.9215 -0.6711 1.1438
C -0.8536 2.0733 -0.9148
C 1.2897 1.9093 -2.2072
O -0.8356 -1.8883 -2.1706
H 2.6704 -0.7747 3.2012
H 3.4387 1.5951 2.5699
H 0.5384 -1.5661 2.5818
H 2.5842 2.3937 0.2841
H -2.9471 -1.6511 -2.0331
H -2.0405 -0.2608 -2.9158
H -0.7399 -2.8290 1.6508
H 0.1867 -3.2414 0.0095
H -1.5284 -3.0587 0.0873
H -1.5842 -0.9597 2.1860
H -2.8124 -1.2782 0.8729
H -2.0358 0.3226 1.1044
H -1.5040 1.3692 -0.3144
H -1.2509 2.1315 -1.9935
H -0.6459 2.9513 -0.4385
H 1.6472 0.9518 -2.6700
H 2.1244 2.4633 -1.8175
H 0.6910 2.4679 -2.8837

So, what does the Löwdin scheme give us? The charges, in e, come out as: -0.117 -0.079 -0.054 -0.018 -0.109 -0.143 -0.082 -0.365 -0.294 -0.278 -0.029 0.007 -0.051 -0.047 0.045 0.106 0.122 0.082 0.122 0.110 0.141 0.111 0.100 0.051 0.094 0.097 0.010 0.075 0.109 0.055 0.108 0.060 0.061

No. 4
Below is a 7-piece molecular cluster, C19H30BBr12F6NO3 overall in a non-equilibrium geometry, with properties calculated with ωB97M-V with the def2-TZVPD basis set.

## Properties
DFT total energy   -885309.8553 eV
2S+1   1
SMILES   [H]/N=C/CBC(=O)C(F)(F)C(F)(F)C(F)(F)C(=O)O.BrCCBr.BrCCBr.BrCCBr.BrCCBr.BrCCBr.BrCCBr

Cartesian coordinates (Å):
H 1.4846 -2.4994 0.8433
N 1.9617 -2.1832 -0.0250
C 2.5159 -1.0297 0.3026
C 3.3813 -0.1108 -0.6927
B 3.0127 1.4635 -0.5209
C 1.5526 2.1336 -0.7711
O 1.4412 2.9055 -1.7741
C 0.2462 1.9187 0.1737
F 0.4969 1.1142 1.3147
F -0.0960 3.2399 0.6492
C -0.9361 1.3904 -0.7752
F -0.3548 0.5612 -1.7892
F -1.4592 2.5372 -1.4703
C -2.1746 0.7091 -0.0150
F -2.3576 1.1648 1.3200
F -3.3627 1.1384 -0.7261
C -2.1815 -0.8987 -0.0245
O -2.3367 -1.4798 1.0833
O -2.0596 -1.7152 -1.1729
H 2.3586 -0.6436 1.3821
H 3.2100 -0.5230 -1.7517
H 4.4939 -0.2492 -0.4156
H 3.8906 2.2143 -0.2169
H -2.3373 -1.1893 -1.9701
Br 5.9577 -1.1486 2.2626
C 5.6848 -3.0752 2.1352
C 6.7717 -3.7286 1.3190
Br 6.5036 -3.4246 -0.5879
H 4.6870 -3.2288 1.7278
H 5.7103 -3.4335 3.1660
H 6.7429 -4.8130 1.4411
H 7.7709 -3.3665 1.5617
Br 0.2046 6.5779 -1.0619
C -1.5461 5.9268 -0.5035
C -2.6530 6.5960 -1.2803
Br -2.9716 8.4105 -0.6409
H -1.6163 6.0854 0.5722
H -1.5276 4.8544 -0.7080
H -3.5987 6.0715 -1.1293
H -2.4488 6.6667 -2.3489
Br 2.2766 -3.0262 2.9846
C 2.2760 -3.9811 4.6876
C 2.7504 -3.0950 5.8125
Br 4.6883 -2.8818 5.7758
H 2.8859 -4.8706 4.5541
H 1.2370 -4.2785 4.8447
H 2.5331 -3.5535 6.7789
H 2.3195 -2.0940 5.7854
Br -3.6278 0.2865 -3.3830
C -4.7115 1.5237 -4.4309
C -3.8466 2.4787 -5.2148
Br -3.1109 3.8737 -4.0689
H -5.3858 2.0215 -3.7362
H -5.2931 0.8910 -5.1046
H -4.4407 3.0080 -5.9622
H -3.0028 1.9933 -5.7052
Br -6.8277 3.8596 -2.3537
C -7.9038 5.1058 -3.3970
C -7.0306 6.0502 -4.1855
Br -6.2755 7.4346 -3.0420
H -8.5702 5.6121 -2.6993
H -8.4954 4.4793 -4.0676
H -7.6208 6.5862 -4.9311
H -6.1940 5.5545 -4.6787
Br 4.3771 -8.5857 5.3741
C 3.1486 -8.9596 3.9072
C 3.5876 -8.2735 2.6374
Br 3.1733 -6.3694 2.6840
H 2.1554 -8.6590 4.2394
H 3.1737 -10.0444 3.7859
H 3.0360 -8.6638 1.7801
H 4.6570 -8.3620 2.4463

So, what does the Löwdin scheme give us? The charges, in e, come out as: -0.074 0.059 -0.280 -0.121 0.023 -0.159 0.076 -0.216 0.073 0.049 -0.189 0.073 0.022 -0.198 0.093 -0.044 -0.289 0.106 0.066 0.087 0.127 0.079 0.085 0.008 0.608 -0.736 -0.686 0.597 -0.018 -0.001 0.055 0.052 0.617 -0.693 -0.718 0.592 0.056 0.026 0.047 0.038 0.753 -0.689 -0.667 0.647 -0.062 0.068 0.061 0.055 0.788 -0.655 -0.672 0.642 -0.032 0.064 0.059 0.055 0.653 -0.676 -0.692 0.618 0.053 0.058 0.059 0.038 0.605 -0.693 -0.668 0.716 0.053 0.058 0.061 0.053

> The lowest DFT total energy belongs to which entry?

C19H30BBr12F6NO3